Entry 1:
C5H8N2 | wB97M-V/def2-TZVPD

Summary:
2S+1	1

Geometry (Å):
C -0.11811 1.03686 1.43257
N -0.12647 0.45549 0.10904
C -0.31059 1.13554 -1.20270
C -0.35251 0.07866 -2.26306
C 0.11490 -1.03308 -1.57968
C 0.16311 -0.81678 -0.17653
N 0.47291 -1.71341 0.80489
H 0.83051 0.84453 1.94952
H -0.24802 2.11713 1.34629
H -0.93851 0.65856 2.06100
H -1.07197 1.92573 -1.12611
H 0.63892 1.58059 -1.54028
H 0.36078 -1.98941 -2.03277
H 0.03317 -1.60488 1.70885
H 0.55187 -2.67551 0.50895

***

Entry 2:
C5H8N2 | wB97M-V/def2-TZVPD

Summary:
2S+1	1

Geometry (Å):
C 1.01996 1.79158 0.54789
C 0.78940 0.33100 0.64054
C 1.20322 -1.04965 0.49122
N 0.00607 -0.46543 1.21322
C -2.15467 -1.25460 -0.43018
C -1.51767 -0.45734 -1.24474
N -0.88082 0.30800 -1.96780
H 1.55633 2.08825 1.45450
H 0.06707 2.32847 0.52235
H 1.62700 2.07253 -0.31581
H 0.01841 0.53927 -1.52773
H 1.01526 -1.61153 -0.42758
H 1.97966 -1.46176 1.13403
H -1.97831 -2.32212 -0.46156
H -2.75091 -0.83665 0.37165

***

Entry 3:
C5H8N2 | wB97M-V/def2-TZVPD

Summary:
2S+1	1

Geometry (Å):
C 0.23142 1.51680 1.01677
C -1.32114 -0.09778 -0.71378
C -0.24037 -0.66080 -1.50832
C 1.10423 -0.07865 -1.65578
N 2.18633 0.30047 -1.80990
N -0.61814 -1.02768 -0.14040
C -0.05267 -1.57989 0.90251
H 1.03929 1.85911 1.65570
H 0.33405 1.97005 0.02702
H -0.73999 1.79358 1.43781
H -2.13251 0.58384 -0.56114
H -0.45808 -1.37937 -2.29668
H 0.34951 0.42671 1.01152
H 0.86354 -2.13350 0.77376
H -0.54544 -1.49289 1.86093

***

Entry 4:
C5H8N2 | wB97M-V/def2-TZVPD

Summary:
2S+1	1

Geometry (Å):
C -1.09636 -1.04844 -1.95566
N -0.58005 -0.56983 -0.69377
C -0.85187 -1.03303 0.54735
C -0.10694 -0.27777 1.42350
C 0.59752 0.63053 0.60145
C 1.57344 1.68780 1.01512
N 0.29989 0.44262 -0.67957
H -1.85525 -1.80997 -1.76210
H -0.29222 -1.48132 -2.55775
H -1.54959 -0.22073 -2.50839
H -1.54397 -1.85054 0.70325
H -0.07936 -0.35538 2.50139
H 2.55585 1.25844 1.24365
H 1.22568 2.21172 1.91157
H 1.70323 2.41589 0.20995

***

Energy relative to the best compared isomer or geometry (same formula, charge and spin) across the listed records, respectively: 62.91; 84.70; 115.87; 10.35 kcal/mol.
HOMO energy across the listed records, respectively: -7.35; -9.00; -7.82; -8.94 eV.